Entry 1:
ORCA calculation (ωB97M-V/def2-TZVPD) on C4H7NO in the gas phase.

Geometry as ORCA input:
```
! wB97M-V def2-TZVPD RIJCOSX def2/J DEFGRID3
* xyz 0 1
C 2.1152 -0.1802 0.1637
C 0.6559 0.0236 -0.0351
N 0.0962 1.0966 -0.4216
C -1.3257 0.8703 -0.1407
C -1.4593 -0.6482 -0.1296
O -0.1420 -1.0294 0.3157
H 2.2987 -0.2918 1.2374
H 2.6534 0.6949 -0.2022
H 2.4614 -1.0858 -0.3386
H -1.5128 1.2273 0.8750
H -1.9840 1.4260 -0.8082
H -1.6496 -1.1204 -1.1047
H -2.2074 -0.9831 0.5889
*
```

The value obtained for the HOMO energy is -9.45 eV. The calculation puts the lowest unoccupied orbital energy at 1.06 eV. The calculation puts the electronic energy at -286.5978 hartree. The orbital gap comes out at 0.386 Ha. The energy relative to the best compared isomer or geometry (same formula, charge and spin) comes out at 21.2 kcal/mol.

=====

Entry 2:
ORCA calculation (ωB97M-V/def2-TZVPD) on C2H2O3S in the gas phase at a distorted geometry.

Geometry as ORCA input:
```
! wB97M-V def2-TZVPD RIJCOSX def2/J DEFGRID3
* xyz 0 1
O 1.5156 0.3765 -0.2486
C 0.5542 -0.2826 0.0575
O 0.7101 -1.4866 -0.0386
C -0.8454 0.4369 -0.0259
O -0.3233 1.6671 0.0312
S -2.2963 -0.2615 -0.1205
H -0.1186 -1.9395 0.2992
H 0.8037 1.4897 0.0456
*
```

The value obtained for the HOMO energy is -9.70 eV. The calculation puts the lowest unoccupied orbital energy at -0.74 eV. The calculation puts the electronic energy at -701.2692 hartree. The orbital gap comes out at 0.329 Ha. The energy relative to the best compared isomer or geometry (same formula, charge and spin) comes out at 44.7 kcal/mol.

=====

Entry 3:
ORCA calculation (ωB97M-V/def2-TZVPD) on an isolated ion of composition CHO4PS and charge -2 at a distorted geometry.

Geometry as ORCA input:
```
! wB97M-V def2-TZVPD RIJCOSX def2/J DEFGRID3
* xyz -2 1
O 1.5858 0.1938 1.9621
P 0.3410 -0.1691 1.2032
O -0.8401 0.7630 1.3425
O 0.0147 -1.6355 1.0668
O 0.9055 0.1947 -0.5808
C -0.3671 0.1954 -1.3416
S -0.4168 0.3834 -2.9526
H -1.2229 0.0743 -0.6996
*
```

The value obtained for the HOMO energy is 0.03 eV. The calculation puts the lowest unoccupied orbital energy at 5.44 eV. The calculation puts the electronic energy at -1079.2972 hartree. The orbital gap comes out at 0.199 Ha. The energy relative to the best compared isomer or geometry (same formula, charge and spin) comes out at 15.9 kcal/mol.

=====

Entry 4:
ORCA calculation (ωB97M-V/def2-TZVPD) on a 2-piece molecular cluster, C4H10N2OS overall at a distorted geometry.

Geometry as ORCA input:
```
! wB97M-V def2-TZVPD RIJCOSX def2/J DEFGRID3
* xyz -1 2
C -0.6159 -0.2928 2.0093
N 0.3609 -1.1121 2.6174
C 0.9284 0.1752 -1.2318
C 0.7962 -1.2001 -0.6918
S -0.6167 -2.2562 -1.3168
C -0.1394 1.0928 -1.2828
N 0.2154 2.4362 -1.4568
O -1.3587 0.8268 -1.0874
H -0.1538 0.3497 1.2525
H -1.1686 0.4235 2.6336
H -1.4916 -0.7923 1.5548
H -0.0955 -1.7820 3.2434
H 1.9151 0.4435 -1.5817
H 1.7718 -1.6381 -0.9092
H 0.5400 -1.2750 0.3797
H -1.3517 -1.1395 -1.4471
H -0.6243 2.9864 -1.5874
H 1.0885 2.7539 -1.0978
*
```

The value obtained for the HOMO energy (alpha / beta) is -2.31 / -2.29 eV. The calculation puts the lowest unoccupied orbital energy (alpha / beta) at 3.72 / 2.93 eV. The calculation puts the electronic energy at -741.2817 hartree. The orbital gap (alpha / beta) comes out at 0.222 / 0.192 Ha. The energy relative to the best compared isomer or geometry (same formula, charge and spin) comes out at 52.7 kcal/mol.

=====

Entry 5:
ORCA calculation (ωB97M-V/def2-TZVPD) on C7H10 in the gas phase.

Geometry as ORCA input:
```
! wB97M-V def2-TZVPD RIJCOSX def2/J DEFGRID3
* xyz 0 1
C 2.7291 0.3071 -0.1504
C 1.5102 -0.5858 0.0790
C 0.2773 0.1314 -0.2758
C -0.8603 -0.7220 -0.7028
C -1.9963 -0.5140 0.3307
C -2.2653 0.9138 0.5267
C -2.4251 2.1036 0.6055
H 2.7470 0.6217 -1.1986
H 3.6723 -0.1971 0.0764
H 2.6382 1.2131 0.4552
H 1.6299 -1.6068 -0.3280
H 1.3454 -0.7181 1.1712
H -1.2147 -0.2979 -1.6546
H -0.6707 -1.8010 -0.8508
H -1.7068 -0.9859 1.2781
H -2.9002 -1.0284 -0.0116
H -2.5100 3.1663 0.6501
*
```

The value obtained for the HOMO energy is -8.03 eV. The calculation puts the lowest unoccupied orbital energy at 0.15 eV. The calculation puts the electronic energy at -272.5162 hartree. The orbital gap comes out at 0.301 Ha. The energy relative to the best compared isomer or geometry (same formula, charge and spin) comes out at 126.6 kcal/mol.

=====

> What is the electronic energy in the fifth record?

-272.5162 hartree